No. 1
This record from OMol25 describes an isolated molecule of C5H6Cl2 at a distorted geometry. The level of theory is ωB97M-V/def2-TZVPD.

Values from the calculation:
- E (a.u.) = -1114.32921
- frontier orbital gap (eV) = 8.2
- energy above the lowest of the compared OMol25 structures with the same formula, charge and spin (kcal per mole) = 83.1
- multiplicity = 1
- F_max (eV/A) = 2.54
- LUMO (eV) = -0.23
- E_HOMO (eV) = -8.476

Element x y z (Å)
Cl -0.477131 1.012476 -3.236886
Cl -1.332689 0.803920 1.652033
C 0.268443 0.028475 -0.467307
C -0.185917 -1.696763 1.413428
C 0.358845 1.495992 -0.748396
C -0.310502 -0.380425 0.691361
C 0.093375 2.055655 -2.108984
H -0.323432 2.036765 0.029425
H 0.671306 -2.040766 2.052949
H -0.021040 -2.491145 0.575283
H 0.909261 -0.628826 -1.176264
H -1.136356 -1.828641 2.036487
H 1.485837 1.633283 -0.713128

Forces on atoms 1 to 6 (eV/Å):
-0.421 -1.154 -0.678
0.785 -0.906 -0.581
-0.034 -1.001 0.782
-0.798 -2.230 -0.929
-0.377 -0.368 -0.355
1.138 0.418 -0.128

Results of the Mulliken charge analysis, in e, for atoms 1 through 2: -0.0304 -0.2826

***

No. 2
This record from OMol25 describes C29H28F3N3O3S2 as an isolated structure at a distorted geometry. The level of theory is ωB97M-V/def2-TZVPD.

Values from the calculation:
- E (a.u.) = -2607.62262
- frontier orbital gap (eV) = 5.4
- multiplicity = 1
- F_max (eV/A) = 9.58
- LUMO (eV) = -1.41
- E_HOMO (eV) = -6.842

Element x y z (Å)
S 0.073899 0.583536 0.171971
S 1.309093 3.344712 -1.927429
F -2.289594 0.867816 1.486956
F -2.271836 1.403394 -0.662586
F -1.378216 2.773496 0.797495
O 2.492120 2.575482 -2.257646
O 1.397439 4.268057 -0.828000
O -1.323744 1.282127 -3.437480
N -0.631663 -2.596533 1.327832
N -0.040679 2.478878 -1.879975
N 1.210972 -1.450622 1.747662
C -4.193401 -3.629919 1.422641
C -0.349928 3.460332 -3.943246
C 0.519708 5.818448 -5.111507
C -0.655989 2.264040 -3.102363
C -4.578181 -3.414910 0.096994
C 0.738710 4.144000 -3.433532
C -2.361789 -2.544874 -0.397793
C 2.064083 0.808139 1.830232
C -1.445818 -1.947232 -1.420033
C 4.064885 -2.431266 1.593956
C -0.634802 5.162873 -5.609205
C -3.666086 -2.837723 -0.786233
C 0.167424 -3.364828 2.158468
C -1.081940 3.966013 -5.024120
C 0.642546 1.260247 1.818378
C 2.319069 -0.553676 1.686039
C 3.072489 1.768433 1.793910
C 0.069548 -1.446318 0.966183
C 3.653051 -0.993027 1.681608
C -2.907866 -3.309935 1.857897
C 1.226171 5.312529 -4.004070
C -1.548302 1.479362 0.452340
C 4.661586 -0.024599 1.833165
C 5.505068 2.360592 1.946322
C 4.405478 1.354605 1.822550
C 1.269265 -2.669499 2.441974
C -2.583018 -3.423435 3.310312
C -1.978740 -2.833647 0.923925
C -5.943396 -3.805792 -0.383705
H -6.423372 -2.971925 -0.914205
H -0.810950 -0.666761 1.062505
H 2.777461 2.823168 1.747731
H -0.375677 -2.066066 -1.183909
H 3.446839 -3.027735 0.915669
H -3.524541 -3.507026 3.864234
H -2.059001 -2.535544 3.686974
H 0.617129 2.350079 1.661927
H -0.142869 -4.358644 2.448416
H 4.059127 -2.902675 2.585351
H 0.868156 6.728523 -5.599773
H 2.099499 -2.959643 3.073086
H -1.620380 -2.437201 -2.395724
H -4.904036 -4.036091 2.150077
H 2.119294 5.776482 -3.582739
H 6.467054 1.879724 1.755224
H -6.590802 -4.106715 0.450100
H 5.099986 -2.483608 1.241909
H -5.887592 -4.649626 -1.088423
H -1.989315 -4.317272 3.543026
H -3.972155 -2.614270 -1.806736
H 5.517376 2.777576 2.961709
H -1.979304 3.418541 -5.344313
H 5.697012 -0.357827 1.979755
H -1.659926 -0.871461 -1.580807
H -1.178523 5.580231 -6.469450
H -0.018046 0.878553 2.625983
H 5.369937 3.197936 1.252514

Forces on atoms 1 to 6 (eV/Å):
0.742 9.268 -2.325
-2.099 -0.597 -2.101
0.851 0.640 -1.021
-0.051 0.029 0.985
-0.544 -1.246 -0.080
0.014 0.097 0.482

Results of the Mulliken charge analysis, in e, for atoms 1 through 2: -0.0363 1.0583

***

No. 3
This record from OMol25 describes C5H7NO as an isolated structure. The level of theory is ωB97M-V/def2-TZVPD.

Values from the calculation:
- E (a.u.) = -324.50977
- frontier orbital gap (spin up / spin down) (eV) = 7.5 / 7.5
- energy above the lowest of the compared OMol25 structures with the same formula, charge and spin (kcal per mole) = 134.7
- multiplicity = 1
- F_max (eV/A) = 0.88
- LUMO (spin up / spin down) (eV) = -1.30 / -1.30
- E_HOMO (spin up / spin down) (eV) = -8.753 / -8.754

Element x y z (Å)
O 1.231564 -1.718057 -0.741400
N 2.399215 -0.081726 0.587975
C -0.756370 0.931034 0.412373
C -0.554458 -0.385573 -1.070808
C -1.225025 -0.520583 0.285031
C -0.145643 0.917898 -0.847635
C 1.875632 -0.926881 -0.063904
H -0.687125 -0.972501 -1.972521
H -1.212746 1.751979 0.960345
H 1.286149 0.488282 1.490263
H -2.310991 -0.662162 0.228667
H -0.786990 -1.230264 0.987471
H 0.347767 1.660281 -1.458837
H 0.524711 0.791712 1.747474

Forces on atoms 1 to 6 (eV/Å):
0.320 0.164 0.334
-0.195 -0.598 -0.609
-0.036 0.102 0.000
-0.083 0.130 -0.115
0.017 -0.142 0.114
0.112 -0.100 -0.037

Results of the Mulliken charge analysis, in e, for atoms 1 through 2: -0.6512 -0.7181